[1]
Entry from the OMol25 dataset: a structure of composition C52H48BaN5P2Si at a distorted geometry (ωB97M-V with the def2-TZVPD basis set).

Geometry as XYZ:
```
109
Properties=species:S:1:pos:R:3:mulliken_charge:R:1
Ba -10.0996 3.7913 19.4183 0.8779
C -13.0720 6.6522 19.0961 -1.2535
Si -11.5850 6.4763 17.9669 -0.1267
C -12.1941 5.9067 16.2225 0.5202
C -13.5110 6.2952 15.9474 -0.3587
C -14.1903 5.7718 14.8726 -0.9576
C -13.5780 4.8844 14.0039 -0.9217
C -12.2808 4.4674 14.2513 -0.7342
C -11.5546 4.9765 15.3256 0.4372
P -9.8816 4.3184 15.6290 1.6372
C -9.3834 3.5067 14.0713 -0.1892
C -9.4556 2.1119 13.9211 0.0529
C -9.0612 1.4876 12.7511 -0.6504
C -8.4758 2.2442 11.7317 -0.4757
C -8.4028 3.6057 11.8571 -0.7906
C -8.8697 4.2500 12.9939 -0.1665
C -8.7937 5.7682 15.5269 0.4890
C -9.1998 7.0383 15.0850 -0.1531
C -8.3321 8.1116 15.1307 -0.6547
C -6.9849 7.9178 15.4107 -0.8101
C -6.5378 6.6461 15.6998 -0.5880
C -7.4470 5.5942 15.7995 -0.4284
C -10.5308 8.0782 17.9174 0.3171
C -11.0316 9.0804 17.0926 -0.3859
C -10.5532 10.3851 17.1479 -0.9249
C -9.5617 10.6934 18.0515 -0.9197
C -9.0161 9.7130 18.8812 -0.0611
C -9.4454 8.3650 18.8149 -0.6966
P -8.7054 7.0440 19.8555 1.1453
C -6.9886 6.7163 19.3704 1.1747
C -6.2265 7.7361 18.8229 -0.2260
C -4.8742 7.5774 18.5816 -0.5463
C -4.2499 6.3876 18.9018 -0.7977
C -4.9937 5.3402 19.4289 -0.5413
C -6.3700 5.4763 19.6235 -0.5392
C -8.4824 7.8657 21.4735 0.3444
C -9.4783 8.7347 21.9264 -0.5729
C -9.2924 9.5449 23.0617 -0.6121
C -8.1257 9.4205 23.8052 -0.5127
C -7.1591 8.4928 23.4034 -0.4706
C -7.3364 7.6906 22.3034 -0.6763
H -13.6092 7.5623 18.8079 0.4873
H -12.7853 6.7143 20.1629 0.2594
H -13.7708 5.8001 18.9917 0.3302
H -14.0011 7.0308 16.5856 0.3570
H -15.2081 6.1068 14.6786 0.4110
H -14.1623 4.4704 13.1732 0.3908
H -11.8004 3.8110 13.5128 0.2958
H -9.8556 1.5334 14.7443 0.1419
H -9.1919 0.4075 12.6104 0.4097
H -8.0682 1.7496 10.8439 0.3703
H -7.9282 4.1959 11.0707 0.4011
H -8.8067 5.3395 13.0226 0.3728
H -10.2425 7.1951 14.7702 0.3708
H -8.7040 9.1314 14.9521 0.4172
H -6.3076 8.7833 15.4244 0.3518
H -5.4896 6.4748 15.8999 0.4612
H -7.0919 4.6040 16.1169 0.3324
H -11.8360 8.8744 16.3726 0.2884
H -10.9821 11.1313 16.4710 0.4213
H -9.1818 11.7131 18.0995 0.3729
H -8.2440 10.0007 19.6253 0.4617
H -6.7275 8.6661 18.5142 0.2123
H -4.2908 8.4001 18.1162 0.3517
H -3.1569 6.2824 18.8344 0.3488
H -4.5033 4.3859 19.6497 0.4429
H -6.9585 4.6517 20.0449 0.3499
H -10.4030 8.8339 21.3278 0.3950
H -10.0721 10.2563 23.3287 0.4310
H -7.9891 10.0189 24.7291 0.3466
H -6.2406 8.4106 24.0192 0.3502
H -6.5715 6.9513 22.0100 0.3744
C -11.3139 0.4252 17.4169 -1.4725
C -10.0820 0.6472 18.2664 0.6731
C -10.1355 0.4108 19.6442 -0.1756
C -9.0033 0.4977 20.4652 0.6592
C -9.1115 0.2697 21.9468 -1.3655
C -7.7942 0.8429 19.8768 -0.8394
C -7.7088 1.0725 18.4904 0.6188
C -6.3683 1.3965 17.9059 -1.3322
C -8.8507 1.0111 17.7038 0.1658
H -11.1456 -0.4200 16.7456 0.4108
H -11.5386 1.3059 16.8181 0.1498
H -12.1447 0.1966 18.0851 0.3640
H -11.0952 0.1787 20.1101 0.2833
H -9.7088 1.0776 22.4164 0.1130
H -8.1181 0.2715 22.4444 0.3683
H -9.6048 -0.6853 22.1613 0.4068
H -6.8969 0.9377 20.5056 0.3162
H -6.1948 2.4796 17.8810 0.0603
H -6.3099 0.9831 16.8848 0.3987
H -5.5764 0.9400 18.5062 0.4628
H -8.7713 1.2350 16.6457 0.0537
N -10.5430 4.4660 24.2215 0.0465
C -9.6822 4.4368 23.1944 -0.5808
N -10.3765 4.1150 22.0748 0.5497
C -11.6412 3.9413 22.5095 0.3022
N -11.7890 4.1629 23.7959 -0.6528
C -12.7927 3.5839 21.6933 -0.3051
C -14.0270 3.5378 22.3336 -0.3999
N -15.1414 3.2370 21.6865 -0.5665
C -15.0112 2.9031 20.4009 -0.3436
C -13.7808 2.8794 19.7540 -0.8292
N -12.6515 3.2678 20.3938 0.7861
H -10.4272 4.6164 25.2191 0.2376
H -8.6148 4.6457 23.2820 0.5277
H -14.0796 3.7232 23.4175 0.5083
H -15.9264 2.6425 19.8669 0.4043
H -13.7163 2.6176 18.7007 0.4349
```

Calculated values
HOMO-LUMO gap	4.59	eV
calculated total energy	-3281.67133	Ha
energy above the lowest of the compared OMol25 structures with the same formula, charge and spin	0.0	kcal per mole
charge	+1


[2]
Entry from the OMol25 dataset: a structure of composition C19H35N3O3PRhS (ωB97M-V with the def2-TZVPD basis set).

Geometry as XYZ:
```
63
Properties=species:S:1:pos:R:3:mulliken_spin:R:1
Rh -2.6685 0.2490 0.2410 0.9179
O -2.2761 -1.1431 2.0447 0.0541
N -1.7786 -2.3113 1.7169 -0.0011
C -1.0238 -2.9518 2.6376 0.0018
C -0.4715 -4.1802 2.3970 0.0001
C -0.6845 -4.7660 1.1436 0.0043
C -1.4278 -4.0930 0.2075 -0.0047
C -1.9895 -2.8259 0.4694 0.0059
S -2.8837 -1.9301 -0.6748 0.0446
H -0.9150 -2.3957 3.5561 -0.0011
H 0.1250 -4.6553 3.1618 -0.0003
H -0.2564 -5.7320 0.9078 0.0004
H -1.5949 -4.4960 -0.7817 -0.0006
N -4.6570 0.1935 0.8869 -0.0138
C -5.2570 1.5417 0.8809 0.0045
C -4.2534 2.6722 0.5709 -0.0059
O -4.7027 3.8128 0.6289 0.0083
O -3.0584 2.3354 0.2647 -0.0084
H -5.1719 -0.4723 0.3244 0.0073
H -4.5766 -0.2053 1.8162 -0.0041
H -5.7270 1.7698 1.8378 0.0004
H -6.0390 1.5934 0.1234 -0.0003
C 2.6419 2.8469 -0.8310 -0.0006
C 1.2744 2.4346 -0.2791 0.0000
C 0.1789 3.3379 -0.8748 -0.0033
C 1.2571 2.7420 1.2252 -0.0013
P 0.7159 0.6190 -0.5035 0.0215
N -0.7615 0.4649 -0.2814 -0.0390
C 1.2712 0.0366 -2.2391 -0.0001
C 2.7707 -0.1490 -2.4818 0.0001
C 0.7190 1.0038 -3.2966 0.0012
C 0.5556 -1.2975 -2.5043 0.0015
C 1.7454 -0.4159 0.7384 0.0074
C 1.6252 -1.8885 0.3198 0.0008
C 3.2288 -0.0832 0.9109 -0.0006
C 1.0394 -0.3113 2.1030 0.0058
H 2.8401 3.8857 -0.5411 0.0000
H 2.6826 2.8084 -1.9186 0.0000
H 3.4593 2.2396 -0.4401 0.0000
H 0.3338 4.3591 -0.5093 0.0000
H -0.8111 3.0045 -0.5603 0.0030
H 0.2009 3.3781 -1.9598 0.0004
H 1.3336 3.8258 1.3594 -0.0001
H 2.0931 2.2899 1.7589 0.0000
H 0.3216 2.4107 1.6781 -0.0017
H 3.3496 0.7538 -2.2891 0.0001
H 2.9278 -0.4204 -3.5327 -0.0003
H 3.1899 -0.9550 -1.8783 0.0001
H 1.2586 1.9474 -3.3333 -0.0001
H -0.3378 1.2084 -3.1218 -0.0007
H 0.8186 0.5345 -4.2816 0.0001
H 0.9762 -2.1277 -1.9382 -0.0001
H 0.6488 -1.5429 -3.5684 0.0000
H -0.5007 -1.2185 -2.2462 0.0015
H 2.2246 -2.1281 -0.5595 -0.0003
H 0.5869 -2.1497 0.1114 -0.0007
H 1.9805 -2.5222 1.1393 -0.0001
H 3.7882 -0.1302 -0.0241 -0.0001
H 3.6793 -0.8101 1.5980 0.0001
H 3.3816 0.9044 1.3463 -0.0001
H -0.0435 -0.3913 1.9798 -0.0041
H 1.2524 0.6226 2.6192 0.0001
H 1.3913 -1.1271 2.7454 0.0001
```

Calculated values
HOMO-LUMO gap (spin up / spin down)	6.41 / 6.31	eV
calculated total energy	-1985.08760	Ha
⟨S²⟩	0.753
2S+1	2
energy above the lowest of the compared OMol25 structures with the same formula, charge and spin	5.5	kcal per mole
charge	-1


[3]
Entry from the OMol25 dataset: a structure of composition C32H42N6O4S2Ti at a distorted geometry (ωB97M-V with the def2-TZVPD basis set).

Geometry as XYZ:
```
87
Properties=species:S:1:pos:R:3:mulliken_spin:R:1
Ti -0.6448 0.0964 -0.6763 0.2748
C -0.2945 2.0145 0.9688 0.0168
C 0.6446 1.1751 1.6173 -0.0002
C 1.6405 0.8279 0.6476 -0.0036
C 1.2386 1.4410 -0.5781 0.0056
C 0.0854 2.2552 -0.3688 0.0109
C -0.2038 3.5606 -1.0921 -0.0164
C -0.1747 3.4560 -2.6160 -0.0021
C 0.9151 4.5220 -0.6375 0.0011
C -1.5559 4.1479 -0.6718 0.0027
C 3.0821 0.3187 0.7755 0.0009
C 3.8222 1.2894 1.7157 -0.0003
C 3.8079 0.3826 -0.5827 0.0002
C 3.2696 -1.1248 1.2544 0.0009
C 0.4888 1.0363 3.1349 0.0007
C 0.9684 2.3432 3.8016 -0.0003
C 1.2227 -0.1362 3.7860 -0.0005
C -1.0001 0.8825 3.5054 -0.0034
H -1.1206 2.5128 1.4509 -0.0044
H 1.8520 1.5132 -1.4672 0.0047
H 0.6996 2.9149 -2.9670 -0.0001
H -0.1551 4.4530 -3.0562 0.0001
H -1.0578 2.9322 -2.9733 0.0038
H 1.8848 4.1619 -0.9737 -0.0001
H 0.9386 4.5810 0.4494 0.0001
H 0.7547 5.5214 -1.0400 -0.0001
H -2.3392 3.3968 -0.7451 0.0014
H -1.8175 4.9877 -1.3145 0.0003
H -1.5095 4.5140 0.3531 0.0003
H 3.6383 2.3174 1.4059 -0.0001
H 4.8958 1.1055 1.6844 0.0000
H 3.4943 1.1744 2.7433 0.0000
H 3.8693 1.3990 -0.9685 0.0001
H 3.3093 -0.2547 -1.3116 0.0001
H 4.8269 0.0170 -0.4551 0.0000
H 2.7877 -1.3145 2.2018 -0.0003
H 4.3363 -1.3355 1.3594 0.0001
H 2.8440 -1.8055 0.5225 -0.0004
H 2.0301 2.5140 3.6441 0.0002
H 0.7865 2.2926 4.8752 -0.0001
H 0.4269 3.1996 3.4042 0.0000
H 2.2981 0.0045 3.7761 0.0001
H 0.9765 -1.0671 3.2863 0.0005
H 0.9212 -0.2187 4.8302 0.0000
H -1.5459 1.8085 3.3475 0.0004
H -1.0938 0.6207 4.5595 -0.0001
H -1.4699 0.1019 2.9158 0.0065
N -2.0260 -3.5342 -1.5977 0.0041
N -2.9076 -3.0979 -2.6093 0.0268
C -3.2318 -1.7590 -2.6126 0.0953
N -4.1331 -1.3505 -3.5366 0.0597
N -2.6637 -0.9844 -1.7243 0.0020
N -2.9803 0.2797 -1.6304 0.2841
O -2.2118 0.9644 -0.8938 -0.0611
O -3.9279 0.8337 -2.2218 0.2959
H -1.1122 -3.0519 -1.6200 -0.0011
H -1.8900 -4.5334 -1.7026 0.0006
H -2.7277 -3.4561 -3.5486 0.0066
H -4.3688 -1.9201 -4.3260 0.0003
H -4.4029 -0.3704 -3.4586 -0.0027
S 0.7776 -1.7880 -1.3794 -0.0100
C 1.2766 -1.5291 -3.0399 0.0037
C 2.3216 -2.2599 -3.5991 -0.0004
C 2.6835 -2.0802 -4.9224 0.0000
C 2.0054 -1.1638 -5.7113 -0.0002
C 0.9799 -0.4154 -5.1655 0.0008
C 0.6180 -0.5748 -3.8330 0.0021
S -0.6579 0.3856 -3.1498 -0.0001
H 2.8497 -2.9755 -2.9842 0.0001
H 3.4965 -2.6595 -5.3408 -0.0001
H 2.2796 -1.0243 -6.7487 0.0000
H 0.4365 0.3088 -5.7538 0.0002
O -3.6235 -0.5201 0.8296 -0.0074
C -2.6934 -1.2276 1.1808 0.0037
N -1.3994 -1.1161 0.7444 -0.0314
C -0.6093 -2.0284 1.3764 0.0215
O 0.5956 -2.1363 1.2264 -0.0029
C -1.4421 -2.8048 2.3234 0.0025
C -1.1062 -3.7876 3.2297 -0.0001
C -2.1214 -4.2967 4.0263 0.0005
C -3.4216 -3.8208 3.9093 -0.0004
C -3.7500 -2.8208 3.0013 0.0033
C -2.7429 -2.3125 2.2057 0.0040
H -0.0895 -4.1418 3.3164 -0.0001
H -1.9026 -5.0718 4.7487 0.0001
H -4.1892 -4.2416 4.5454 0.0000
H -4.7609 -2.4532 2.9249 -0.0001
```

Calculated values
HOMO-LUMO gap (spin up / spin down)	6.10 / 6.54	eV
calculated total energy	-3519.98706	Ha
⟨S²⟩	0.770
2S+1	2
energy above the lowest of the compared OMol25 structures with the same formula, charge and spin	30.9	kcal per mole
charge	-1


[4]
Entry from the OMol25 dataset: a structure of composition C11H24CaO9 at a distorted geometry (ωB97M-V with the def2-TZVPD basis set).

Geometry as XYZ:
```
45
Properties=species:S:1:pos:R:3:mulliken_charge:R:1
Ca -0.2983 -0.1541 0.7481 1.7043
C -3.1183 -0.4233 0.4671 0.7058
O -2.6011 -0.2836 1.6559 -0.7882
O -2.2605 -0.3380 -0.5352 -0.8035
O -4.3528 -0.6097 0.2670 -0.8654
C 1.6359 -0.6620 2.6986 0.7089
O 0.3698 -0.5784 2.9804 -0.7989
O 1.9658 -0.3365 1.4597 -0.7836
O 2.5163 -1.0199 3.5476 -0.8834
C 2.6780 0.5139 -2.8796 -1.5808
C 1.3259 0.9677 -2.3602 1.0155
C 0.4714 1.5812 -3.4620 -1.6743
O 0.6545 -0.1028 -1.7366 -0.2725
H 3.2348 1.3377 -3.3195 0.3950
H 2.5262 -0.3578 -3.5212 0.3103
H 3.2435 0.1351 -2.0216 0.3737
H 1.5080 1.7218 -1.5873 0.0202
H 0.3480 0.8375 -4.2620 0.4936
H 0.9085 2.4653 -3.9256 0.3828
H -0.5244 1.8213 -3.0816 0.3829
H -0.0636 -0.4187 -2.2966 0.2176
C -1.1909 3.6414 1.9781 -1.4745
C -0.8695 2.9867 0.6455 0.6336
C -0.4408 4.0239 -0.4007 -1.2848
O 0.2499 2.1041 0.8858 -0.5679
H -1.3514 2.8489 2.7083 0.3521
H -2.1081 4.2343 1.9355 0.4056
H -0.3563 4.2928 2.2493 0.3495
H -1.7138 2.4577 0.2021 0.2869
H 0.5042 4.5002 -0.1273 0.3143
H -1.2157 4.7895 -0.5204 0.4487
H -0.3524 3.5668 -1.3891 0.1464
H 0.9572 2.6582 1.2261 0.2328
C -1.4536 -4.2694 1.2404 -1.4199
C -0.1089 -3.5712 1.2639 0.5607
C 1.0581 -4.5058 0.9535 -1.4534
O -0.1161 -2.5125 0.3242 -0.4131
H -2.2262 -3.5551 1.5342 0.3389
H -1.4874 -5.1062 1.9447 0.3935
H -1.6785 -4.6430 0.2378 0.3466
H 0.1064 -3.1135 2.2302 0.2815
H 0.8769 -5.0360 0.0085 0.3244
H 1.2554 -5.2164 1.7578 0.3785
H 1.9552 -3.9001 0.8112 0.3472
H -0.4613 -2.7719 -0.5349 0.2125
```

Calculated values
HOMO-LUMO gap	4.74	eV
calculated total energy	-1788.48853	Ha
energy above the lowest of the compared OMol25 structures with the same formula, charge and spin	0.0	kcal per mole
charge	-2


[5]
Entry from the OMol25 dataset: the molecule C6H10O2 at a distorted geometry (ωB97M-V with the def2-TZVPD basis set).

Geometry as XYZ:
```
18
Properties=species:S:1:pos:R:3:mulliken_charge:R:1
C 1.3800 -1.2089 -0.0793 -0.4557
O 2.1183 -0.0217 -0.0497 -0.3761
C 1.4221 1.1672 0.0055 -0.5505
C 0.0189 0.6923 -0.3101 0.0409
C -1.3421 1.1616 0.0782 -0.5743
O -2.1544 0.0271 -0.0579 -0.3763
C -1.3835 -1.1557 -0.1051 -0.6425
C 0.0168 -0.7154 0.2819 0.0234
H 1.7004 -1.9405 0.7377 0.2528
H 1.3413 -1.7030 -1.0920 0.2845
H 1.4153 1.6310 0.9946 0.3135
H 1.7391 2.0376 -0.6022 0.3141
H -0.0521 0.5061 -1.4479 0.2363
H -1.1305 1.6065 1.1173 0.2802
H -1.7917 1.9619 -0.5147 0.3141
H -1.5713 -1.7260 -1.0042 0.3140
H -1.6850 -1.7757 0.7093 0.3197
H -0.0416 -0.5443 1.3386 0.2819
```

Calculated values
HOMO-LUMO gap	10.71	eV
calculated total energy	-385.02015	Ha
structure (SMILES)	C1OC[C@H]2COC[C@H]12
energy above the lowest of the compared OMol25 structures with the same formula, charge and spin	51.6	kcal per mole